# 1
100
Properties=species:S:1:pos:R:3:forces:R:3:lowdin_charge:R:1 method="wB97M-V/def2-TZVPD" orbital_gap_ha=0.2685 energy_ha=-4359.5091 charge=+2 e_homo_ha=-0.4664 e_above_lowest_kj_mol=79.1
Ca 0.488 1.104 0.471 0.2 0.9 0.9 0.87
C 1.489 -6.233 -1.029 0.0 0.1 0.0 -0.01
C 1.000 -5.406 0.173 0.1 -0.1 0.0 -0.43
C 0.613 -6.344 1.329 0.0 0.0 0.0 -0.01
C -0.217 -4.592 -0.247 0.1 0.1 0.0 -0.08
C -1.387 -5.205 -0.687 0.0 0.0 0.0 0.00
C -2.500 -4.474 -1.072 -0.1 0.0 -0.1 -0.04
C -2.453 -3.090 -1.088 0.1 0.1 0.0 -0.07
C -1.284 -2.447 -0.704 0.3 0.2 0.2 -0.26
P -0.989 -0.654 -0.844 -1.1 -1.0 -1.0 1.02
C -0.844 -0.343 -2.636 0.1 0.0 0.1 -0.35
C 0.175 0.510 -3.063 -0.2 -0.1 0.1 -0.13
C 0.350 0.793 -4.409 0.1 0.1 0.0 -0.07
C -0.487 0.210 -5.347 0.0 0.0 0.0 -0.05
C -1.495 -0.652 -4.936 -0.1 0.0 0.0 -0.05
C -1.673 -0.931 -3.591 0.0 0.1 0.0 -0.07
C -2.573 0.070 -0.314 0.0 0.0 0.0 -0.39
C -2.847 -0.026 1.055 0.0 0.0 0.0 -0.12
C -4.010 0.517 1.576 0.0 0.0 0.0 -0.06
C -4.900 1.173 0.733 0.0 0.0 0.0 -0.06
C -4.623 1.287 -0.621 -0.1 0.0 0.0 -0.07
C -3.459 0.741 -1.147 0.0 -0.1 0.0 -0.08
C -0.211 -3.206 -0.235 -0.2 0.0 -0.1 -0.19
O 0.834 -2.464 0.248 0.0 -0.2 0.0 -0.05
C 1.957 -3.108 0.696 0.2 0.1 0.1 -0.21
C 2.919 -2.257 1.242 -0.3 0.1 -0.2 -0.27
C 4.122 -2.788 1.683 -0.1 0.0 0.0 -0.05
C 4.334 -4.154 1.586 0.1 0.0 0.0 -0.04
C 3.340 -4.982 1.089 0.0 0.0 0.0 0.00
C 2.118 -4.484 0.644 -0.2 0.1 -0.1 -0.09
P 2.455 -0.504 1.497 1.4 -0.8 0.5 1.01
C 2.026 -0.507 3.272 -0.1 0.1 0.0 -0.37
C 1.486 -1.643 3.876 0.0 0.1 0.0 -0.07
C 1.089 -1.598 5.205 0.0 0.0 0.1 -0.06
C 1.230 -0.431 5.941 0.0 0.0 0.0 -0.06
C 1.758 0.706 5.346 -0.1 0.0 0.0 -0.08
C 2.140 0.670 4.014 0.1 0.0 0.0 -0.17
C 4.075 0.325 1.389 -0.1 0.0 0.0 -0.44
C 4.933 0.549 2.461 0.0 0.0 -0.1 -0.10
C 6.165 1.150 2.241 0.0 0.0 0.1 -0.05
C 6.548 1.520 0.960 0.1 0.0 0.0 -0.06
C 5.695 1.300 -0.113 0.0 0.0 -0.1 -0.07
C 4.459 0.712 0.103 0.0 0.0 0.1 -0.15
H 0.700 -6.894 -1.388 0.0 0.0 0.0 0.09
H 2.342 -6.850 -0.750 0.0 0.0 0.0 0.09
H 1.786 -5.579 -1.851 0.0 0.0 0.0 0.10
H -0.159 -7.045 1.012 0.0 0.0 0.0 0.09
H 0.231 -5.778 2.180 0.0 0.0 0.0 0.10
H 1.475 -6.923 1.661 0.0 0.0 0.0 0.09
H -1.440 -6.286 -0.716 0.0 0.0 0.0 0.12
H -3.405 -4.984 -1.375 0.0 0.0 0.0 0.12
H -3.318 -2.507 -1.379 0.0 0.0 0.0 0.11
H 0.859 0.941 -2.337 0.1 0.1 0.0 0.07
H 1.148 1.453 -4.725 0.0 0.0 0.0 0.11
H -0.345 0.417 -6.400 0.0 0.0 0.0 0.12
H -2.141 -1.117 -5.670 0.0 0.0 0.0 0.12
H -2.456 -1.610 -3.287 0.0 0.0 0.0 0.10
H -2.162 -0.565 1.708 0.0 0.0 0.0 0.11
H -4.236 0.412 2.629 0.0 0.0 0.0 0.11
H -5.816 1.585 1.136 0.0 0.0 0.0 0.12
H -5.318 1.797 -1.274 0.0 0.0 0.0 0.11
H -3.247 0.832 -2.206 0.0 0.0 0.0 0.11
H 4.880 -2.141 2.104 0.0 0.0 0.0 0.11
H 5.273 -4.576 1.917 0.0 0.0 0.0 0.12
H 3.524 -6.048 1.051 0.0 0.0 0.0 0.12
H 1.392 -2.568 3.323 0.0 0.0 0.0 0.11
H 0.678 -2.480 5.678 0.0 0.0 0.0 0.12
H 0.938 -0.415 6.983 0.0 0.0 0.0 0.12
H 1.871 1.614 5.924 0.0 0.0 0.0 0.11
H 2.579 1.554 3.561 0.0 0.0 0.0 0.06
H 4.649 0.254 3.463 0.0 0.0 0.0 0.11
H 6.831 1.326 3.076 0.0 0.0 0.0 0.12
H 7.516 1.974 0.794 0.0 0.0 0.0 0.12
H 5.994 1.579 -1.115 0.0 0.0 0.0 0.11
H 3.789 0.523 -0.731 0.1 0.0 -0.1 0.10
I 2.625 3.769 1.267 -0.2 -0.1 0.2 0.91
C 1.162 4.388 2.704 -0.1 -0.2 -0.2 -1.04
I -0.500 3.044 2.916 0.2 0.2 0.1 0.87
H 0.765 5.346 2.395 0.0 0.0 0.0 -0.03
H 1.658 4.461 3.663 0.0 -0.1 0.0 -0.03
C -6.099 5.643 -3.036 0.0 0.0 0.1 -0.03
C -4.774 5.022 -2.708 0.1 -0.1 -0.1 -0.25
C -3.831 4.770 -3.703 -0.1 0.0 0.0 -0.01
C -2.583 4.257 -3.388 0.1 -0.2 0.0 -0.07
C -2.274 3.995 -2.061 0.2 -0.1 -0.1 -0.42
C -3.207 4.193 -1.055 0.1 0.0 0.2 -0.08
C -4.450 4.697 -1.388 0.0 0.0 0.0 -0.03
S -0.562 3.615 -1.732 -0.4 1.0 -0.3 0.97
C -0.135 5.281 -1.151 0.1 -0.3 0.0 -0.20
O -0.464 2.767 -0.471 -0.2 0.2 -0.4 -0.84
H -6.199 5.831 -4.103 0.0 0.0 0.0 0.08
H -6.203 6.594 -2.511 0.0 0.0 0.0 0.09
H -6.923 5.004 -2.716 0.0 0.0 0.0 0.09
H -4.074 4.979 -4.737 0.0 0.0 0.0 0.12
H -1.853 4.064 -4.167 0.0 0.0 0.0 0.12
H -2.967 3.939 -0.028 0.0 0.0 0.0 0.12
H -5.187 4.854 -0.608 0.0 0.0 0.0 0.13
H -0.645 5.427 -0.200 0.0 0.0 0.0 0.07
H -0.483 6.003 -1.885 0.0 0.0 -0.1 0.07
H 0.946 5.349 -1.038 0.0 0.0 0.0 0.02



# 2
103
Properties=species:S:1:pos:R:3:forces:R:3:lowdin_charge:R:1 method="wB97M-V/def2-TZVPD" orbital_gap_ha="0.2026 / 0.2145" energy_ha=-4246.7107 charge=-1 e_homo_ha="-0.1187 / -0.1309" e_above_lowest_kj_mol=88.2
Ti 0.040 -1.434 1.465 -0.2 -0.3 0.1 0.95
C -1.012 -4.311 4.494 0.2 0.1 -0.1 -0.04
C -0.307 -3.539 3.417 0.4 -0.6 0.2 -0.28
N -0.922 -2.582 2.702 0.1 -0.2 0.3 -0.13
N -2.265 -2.331 2.808 -0.9 0.3 -0.2 0.09
C -2.532 -1.215 2.170 0.2 -1.3 1.0 -0.42
O -1.552 -0.472 1.714 -1.0 0.7 0.1 -0.16
C -3.928 -0.819 1.956 -0.3 0.4 -0.2 -0.14
C -4.994 -1.652 2.300 0.1 0.0 0.1 -0.03
C -6.294 -1.258 2.037 -0.1 0.0 0.0 -0.10
C -6.550 -0.034 1.428 0.0 0.0 -0.1 -0.10
C -5.493 0.795 1.079 -0.1 0.0 0.0 -0.08
C -4.191 0.404 1.337 0.2 -0.1 0.1 -0.01
C 1.038 -3.693 3.052 -1.1 0.1 0.2 -0.24
C 1.917 -4.660 3.598 0.5 -0.2 -0.1 -0.04
C 3.191 -4.774 3.124 -0.5 -0.1 0.3 -0.11
C 3.609 -3.909 2.085 0.0 0.3 -0.3 -0.09
C 2.734 -2.966 1.616 0.5 -0.3 0.1 -0.14
N 1.468 -2.806 2.061 0.1 -0.2 0.6 -0.03
H -2.080 -4.132 4.401 0.0 -0.1 0.1 0.06
H -0.815 -5.382 4.418 0.0 0.0 0.0 0.07
H -0.690 -3.978 5.485 -0.1 0.0 0.0 0.08
H -4.783 -2.604 2.767 0.0 0.0 0.0 0.10
H -7.119 -1.909 2.299 0.0 0.0 0.0 0.09
H -7.569 0.260 1.207 0.0 0.0 0.0 0.09
H -5.683 1.748 0.600 0.0 0.0 0.0 0.10
H -3.354 1.029 1.054 0.0 0.0 -0.1 0.09
H 1.551 -5.314 4.379 0.0 0.0 0.0 0.10
H 3.874 -5.506 3.536 0.0 0.0 0.0 0.09
H 4.603 -3.982 1.667 0.0 0.1 0.0 0.09
H 3.064 -2.282 0.848 0.0 0.0 0.0 0.08
C 5.492 1.881 -0.948 0.0 -0.1 -0.1 -0.04
C 5.498 0.451 -1.416 -0.2 0.1 0.0 -0.20
C 6.555 -0.034 -2.173 0.0 -0.1 0.0 -0.05
C 6.577 -1.337 -2.646 0.0 0.0 0.0 -0.09
C 5.524 -2.180 -2.339 0.1 0.0 0.0 -0.08
C 4.462 -1.726 -1.576 -0.1 0.0 0.1 -0.03
C 4.426 -0.405 -1.117 0.2 -0.2 -0.3 -0.17
N 3.389 0.102 -0.314 -0.3 0.3 0.2 0.17
C 2.097 -0.349 -0.168 0.4 0.0 -0.3 -0.37
N 1.638 -1.063 -1.209 0.2 0.3 0.1 0.13
C 0.486 -1.873 -1.390 -0.5 -0.5 0.1 -0.27
C -0.300 -2.303 -0.315 0.3 -0.1 -1.0 -0.16
C -1.365 -3.159 -0.601 -0.1 0.0 -0.1 -0.10
C -1.643 -3.567 -1.894 0.0 0.1 0.0 -0.09
C -0.859 -3.102 -2.942 -0.1 0.0 0.1 -0.06
C 0.215 -2.261 -2.712 0.2 0.1 -0.1 -0.23
C 1.028 -1.732 -3.866 -0.1 0.0 0.1 -0.04
N 1.410 -0.142 0.936 1.1 1.1 -1.0 0.00
C 1.792 0.761 1.946 0.6 0.4 0.4 -0.20
C 1.716 0.331 3.279 0.1 -0.1 -0.2 -0.02
C 2.167 1.127 4.315 0.0 0.0 0.1 -0.08
C 2.701 2.377 4.041 0.0 0.0 0.0 -0.09
C 2.675 2.851 2.740 0.0 0.0 0.1 -0.05
C 2.186 2.090 1.682 -0.2 -0.1 -0.1 -0.20
C 1.977 2.730 0.334 0.0 -0.1 0.0 -0.05
H 6.399 2.386 -1.274 0.0 0.0 0.0 0.08
H 5.439 1.958 0.142 0.0 0.0 0.0 0.09
H 4.638 2.419 -1.364 0.0 0.0 0.0 0.08
H 7.376 0.634 -2.407 0.0 0.0 0.0 0.11
H 7.408 -1.686 -3.245 0.0 0.0 0.0 0.10
H 5.521 -3.206 -2.686 0.0 0.0 0.0 0.10
H 3.669 -2.417 -1.328 -0.1 0.0 0.0 0.11
H 3.639 0.859 0.302 0.0 -0.1 0.1 0.11
H 2.127 -0.851 -2.064 0.1 -0.1 0.0 0.12
H -2.003 -3.508 0.206 0.0 0.0 0.0 0.09
H -2.475 -4.230 -2.100 0.0 0.0 0.0 0.10
H -1.105 -3.378 -3.962 0.1 0.0 0.0 0.10
H 0.689 -2.185 -4.796 0.0 0.0 0.0 0.08
H 2.096 -1.954 -3.761 0.0 0.0 -0.1 0.07
H 0.905 -0.647 -3.950 0.0 0.0 0.0 0.09
H 1.314 -0.653 3.504 0.2 -0.1 0.0 0.10
H 2.116 0.765 5.333 0.0 0.0 0.0 0.10
H 3.096 2.989 4.841 0.0 0.0 0.0 0.10
H 3.016 3.860 2.535 0.0 0.0 0.0 0.11
H 1.709 3.779 0.452 0.0 0.0 0.0 0.09
H 1.167 2.234 -0.205 0.0 0.0 -0.1 0.00
H 2.857 2.704 -0.311 0.0 0.0 0.0 0.05
S 0.233 3.863 -2.925 0.1 0.1 -0.2 0.09
P -1.228 2.784 -2.145 -0.1 0.0 0.0 -0.03
S -0.802 1.009 -1.379 -0.2 0.0 -0.1 0.34
C -2.092 3.807 -0.885 0.2 -0.1 -0.1 -0.39
C -2.048 3.468 0.461 0.0 0.0 0.0 -0.12
C -2.692 4.264 1.400 0.0 0.1 0.1 -0.09
C -3.368 5.406 0.996 0.0 0.0 0.0 -0.11
C -3.399 5.756 -0.350 0.0 0.0 0.0 -0.10
C -2.761 4.960 -1.287 0.0 0.0 0.1 -0.10
C -2.590 2.534 -3.354 0.2 -0.1 0.0 -0.39
C -2.379 2.704 -4.715 0.0 0.1 0.0 -0.11
C -3.396 2.421 -5.619 -0.1 0.0 0.0 -0.10
C -4.624 1.968 -5.163 0.0 0.0 0.0 -0.11
C -4.835 1.789 -3.801 -0.1 0.0 0.0 -0.09
C -3.821 2.066 -2.899 0.0 0.0 -0.1 -0.10
H -1.518 2.569 0.759 0.0 0.0 0.0 0.06
H -2.673 3.988 2.447 0.0 0.0 0.0 0.10
H -3.874 6.027 1.725 0.0 0.0 0.0 0.09
H -3.926 6.649 -0.665 0.0 0.0 0.0 0.09
H -2.770 5.227 -2.337 0.0 0.0 0.0 0.10
H -1.417 3.072 -5.050 0.0 0.0 0.0 0.06
H -3.233 2.551 -6.682 0.0 0.0 0.0 0.09
H -5.419 1.754 -5.868 0.0 0.0 0.0 0.09
H -5.790 1.421 -3.446 0.0 0.0 0.0 0.10
H -3.973 1.913 -1.837 0.0 0.0 0.0 0.10



# 3
105
Properties=species:S:1:pos:R:3:forces:R:3:lowdin_charge:R:1 method="wB97M-V/def2-TZVPD" orbital_gap_ha=0.1704 energy_ha=-3505.5932 charge=-2 e_homo_ha=-0.0240 e_above_lowest_kj_mol=172.8
Li -0.220 -0.485 1.343 -0.2 0.0 -0.3 0.51
C 2.002 -2.887 1.990 0.1 0.1 -0.3 -0.29
P 1.962 -3.298 0.145 -0.2 0.3 0.1 1.05
C 0.216 -3.103 -0.340 0.4 -0.3 0.2 -0.47
C -0.157 -3.836 -1.432 -0.3 0.3 0.2 -0.17
C -1.399 -3.965 -2.102 0.0 -0.2 -0.1 -0.20
C -2.635 -3.493 -1.634 0.1 -0.2 0.2 -0.20
C -2.911 -2.847 -0.464 -0.1 0.1 0.0 -0.12
C -1.987 -2.499 0.651 0.1 -0.2 -0.1 -0.28
C 2.795 -1.825 -0.593 0.1 -0.1 0.0 -0.36
C 2.147 -0.894 -1.398 0.0 0.0 0.0 -0.07
C 2.851 0.154 -1.983 0.0 0.0 0.0 -0.09
C 4.223 0.259 -1.800 0.0 0.1 0.0 -0.12
C 4.885 -0.671 -1.008 0.0 -0.1 0.0 -0.11
C 4.175 -1.701 -0.411 -0.1 0.0 0.0 -0.13
C 2.246 -1.494 2.482 0.0 0.2 0.3 -0.41
C 3.426 -0.953 2.985 0.0 -0.1 0.0 -0.11
C 3.098 0.337 3.471 -0.1 0.1 0.0 -0.10
C 1.737 0.496 3.243 0.1 -0.3 0.0 -0.43
C 0.814 1.581 3.721 -0.2 -0.1 -0.1 -0.28
P -0.314 2.101 2.328 0.4 0.3 0.3 1.11
C 0.870 3.295 1.584 0.1 0.1 0.0 -0.34
C 0.980 4.634 1.967 0.0 0.0 0.0 -0.11
C 2.004 5.433 1.477 0.0 0.0 0.0 -0.12
C 2.947 4.899 0.609 0.0 0.0 0.0 -0.12
C 2.850 3.568 0.228 0.0 0.0 0.0 -0.07
C 1.817 2.772 0.702 -0.1 0.0 0.0 -0.06
C -1.507 3.227 3.148 -0.3 -0.1 0.0 -0.37
C -2.008 2.965 4.427 0.1 0.0 0.0 -0.10
C -3.097 3.661 4.934 0.0 0.0 0.0 -0.11
C -3.723 4.635 4.167 0.0 0.0 0.0 -0.12
C -3.245 4.904 2.890 0.0 0.0 0.0 -0.10
C -2.157 4.208 2.386 0.0 -0.1 0.1 -0.11
N 1.218 -0.610 2.628 0.4 0.1 0.1 0.01
H 2.774 -3.545 2.393 0.0 0.0 0.1 0.05
H 1.040 -3.246 2.370 0.0 -0.1 0.0 0.06
H 0.667 -4.404 -1.850 0.0 -0.1 0.0 0.08
H -1.399 -4.519 -3.034 0.0 0.1 0.0 0.07
H -3.485 -3.663 -2.294 0.0 0.0 0.0 0.10
H -3.930 -2.516 -0.282 0.1 0.1 -0.1 0.09
H -2.355 -1.563 1.049 0.0 0.1 0.0 0.12
H 1.079 -0.970 -1.562 0.0 0.0 0.1 0.09
H 2.305 0.902 -2.548 0.0 0.0 0.0 0.09
H 4.777 1.070 -2.262 0.0 0.0 0.0 0.09
H 5.955 -0.587 -0.846 0.0 0.0 0.0 0.09
H 4.694 -2.434 0.200 0.0 0.1 0.0 0.09
H 4.398 -1.430 3.010 0.0 0.0 0.0 0.07
H 3.770 1.052 3.930 -0.1 0.0 0.0 0.07
H 1.364 2.441 4.108 0.0 0.0 0.0 0.08
H 0.180 1.178 4.522 0.0 0.1 0.0 0.06
H 0.264 5.058 2.661 0.0 0.0 0.0 0.09
H 2.075 6.470 1.787 0.0 0.0 0.0 0.09
H 3.754 5.520 0.235 0.0 0.0 0.0 0.09
H 3.584 3.142 -0.444 0.0 -0.1 0.0 0.09
H 1.727 1.741 0.382 0.0 0.0 0.0 0.09
H -1.535 2.200 5.033 -0.1 0.1 0.0 0.08
H -3.465 3.437 5.929 0.0 0.0 0.0 0.09
H -4.582 5.171 4.554 0.0 0.0 0.0 0.09
H -3.738 5.655 2.283 0.0 0.0 0.0 0.09
H -1.802 4.411 1.381 -0.1 0.0 0.0 0.11
C -2.189 -1.393 5.023 0.0 0.0 0.0 -0.01
C -1.914 -1.733 3.570 0.0 0.1 0.5 -0.37
O -1.583 -0.825 2.842 -0.2 0.2 -0.1 0.00
C -2.007 -3.142 3.132 -0.1 -0.6 -0.4 -0.09
C -2.101 -4.158 4.096 0.1 0.3 0.1 -0.05
C -2.116 -5.490 3.747 0.0 -0.2 -0.1 -0.10
C -2.025 -5.849 2.402 0.0 0.1 0.2 -0.07
C -1.969 -4.869 1.433 0.1 0.0 -0.2 0.00
C -1.987 -3.512 1.766 0.0 0.2 0.3 -0.07
O -0.574 -2.206 0.370 -0.3 -0.2 -0.3 -0.15
H -2.292 -0.313 5.091 0.0 0.0 0.0 0.07
H -1.336 -1.699 5.635 0.0 0.0 0.0 0.09
H -3.089 -1.876 5.403 0.0 0.0 0.0 0.08
H -2.130 -3.896 5.147 0.0 0.0 0.0 0.10
H -2.185 -6.252 4.514 0.0 0.0 0.0 0.09
H -2.019 -6.896 2.121 0.0 0.0 0.0 0.10
H -1.918 -5.133 0.382 -0.1 0.0 0.0 0.11
C 2.397 3.053 -6.770 -0.1 -0.1 0.1 -0.06
C 1.459 1.941 -6.375 0.0 0.1 -0.1 -0.27
C 0.197 1.834 -6.949 0.0 0.0 0.0 -0.05
C -0.677 0.828 -6.557 0.0 0.0 0.0 -0.06
C -0.271 -0.076 -5.593 -0.1 0.0 -0.1 -0.28
C 0.984 0.009 -5.006 0.0 0.0 0.0 -0.03
C 1.842 1.019 -5.401 0.0 0.0 0.0 -0.03
S -1.355 -1.378 -5.071 0.1 0.0 0.1 0.62
O -0.661 -2.630 -5.203 0.0 0.0 0.1 -0.30
O -2.594 -1.210 -5.797 0.0 0.1 0.0 -0.33
N -1.491 -1.018 -3.494 -0.3 0.1 0.0 -0.10
C -2.326 0.165 -3.179 0.1 -0.1 -0.1 -0.22
C -2.265 0.477 -1.701 0.4 0.0 0.1 -0.09
C -0.873 1.003 -1.265 0.1 -0.3 0.0 -0.67
O -0.289 1.788 -2.036 -0.1 -0.1 0.2 -0.03
O -0.462 0.564 -0.151 0.0 0.4 -0.6 -0.19
H 2.040 3.571 -7.662 0.0 0.0 0.0 0.06
H 3.398 2.666 -6.973 0.0 0.0 0.0 0.07
H 2.482 3.783 -5.961 0.0 0.0 0.0 0.08
H -0.111 2.556 -7.698 0.0 0.0 0.0 0.10
H -1.670 0.728 -6.978 0.0 0.0 0.0 0.11
H 1.258 -0.706 -4.240 0.1 0.1 0.0 0.11
H 2.817 1.109 -4.935 0.0 0.0 0.0 0.11
H -1.643 -1.850 -2.906 0.2 0.0 -0.2 0.08
H -3.355 0.003 -3.513 0.0 0.0 0.0 0.11
H -1.912 1.018 -3.721 0.0 0.0 0.0 0.11
H -2.512 -0.407 -1.113 -0.1 0.0 0.0 0.09
H -2.991 1.262 -1.473 -0.1 0.0 0.0 0.12